1.
8
Properties=species:S:1:pos:R:3:forces:R:3:lowdin_charge:R:1 method="wB97M-V/def2-TZVPD" e_above_lowest_kcal_mol=170.7 gap_ha="0.3556 / 0.2669"
C -0.314 -2.650 -1.346 -1.259 -2.653 -2.936 -0.01
C 0.044 -1.887 -0.501 1.536 6.213 5.116 -0.16
C -0.100 -0.202 0.693 0.817 -4.431 -1.939 0.05
C 0.300 1.094 0.213 0.838 0.008 -0.596 -0.16
H -1.054 -0.560 0.958 -0.957 0.348 0.829 0.02
H 0.397 0.899 -0.833 0.162 0.271 -1.126 0.07
H 1.270 1.566 0.494 -0.756 -0.626 0.351 0.10
H -0.543 1.740 0.322 -0.381 0.871 0.302 0.07

=====

2.
9
Properties=species:S:1:pos:R:3:forces:R:3:lowdin_charge:R:1 method="wB97M-V/def2-TZVPD" e_above_lowest_kcal_mol=19.6 gap_ha=0.4026 total_charge=+1
C 1.872 -0.336 0.352 -0.749 1.746 -1.491 -0.20
N -3.374 0.304 -0.117 0.414 -0.133 -0.255 0.00
N -4.293 0.506 0.425 -0.513 0.103 0.248 0.06
Si 0.132 0.032 -0.397 1.396 -0.345 -0.625 1.15
H 1.977 0.180 1.285 -0.276 -0.500 1.041 0.03
H 2.291 -1.306 0.224 -0.530 -1.470 0.642 0.04
H 2.728 0.123 -0.178 -0.759 0.718 -0.781 0.07
H -0.976 0.775 0.188 0.352 0.124 0.689 -0.10
H -0.359 -0.277 -1.783 0.665 -0.243 0.531 -0.04

=====

3.
36
Properties=species:S:1:pos:R:3:forces:R:3:lowdin_charge:R:1 method="wB97M-V/def2-TZVPD" gap_ha=0.1190 total_charge=+3
C 3.139 -1.488 0.484 -0.306 -0.400 0.160 -0.11
C 1.770 -0.802 -0.188 1.218 -0.572 -1.135 -0.27
C 1.764 0.828 -0.024 -0.102 -0.421 1.260 -0.33
C 0.547 1.426 0.910 0.327 0.682 0.638 -0.23
C 0.327 0.474 2.251 1.204 0.118 0.455 -0.04
C -0.830 1.792 0.108 1.434 -0.150 -0.986 -0.15
N -0.475 2.557 -1.185 -0.557 -3.672 -0.686 0.22
C -0.573 1.628 -2.414 2.976 3.431 -6.260 -0.13
O -0.219 1.908 -3.697 -2.593 -2.069 9.959 0.17
C -1.151 0.123 -1.965 -1.752 -0.706 0.354 -0.37
Cl -2.607 -0.281 -3.102 2.519 0.480 2.099 0.82
C -1.791 0.618 -0.504 -1.721 0.889 -0.631 -0.19
C -2.495 -0.489 0.472 -0.551 -0.061 -0.291 -0.06
C -2.073 -2.048 0.195 -1.958 -1.445 0.201 -0.17
O -1.997 -2.784 1.482 -0.843 1.346 -2.203 0.03
H 2.883 -1.846 1.583 0.761 0.697 -2.360 0.12
H 3.528 -2.399 -0.176 -1.034 1.915 1.595 0.12
H 4.034 -0.723 0.557 -1.761 -1.350 -0.047 0.05
H 1.853 -1.047 -1.347 -0.358 0.423 2.165 0.10
H 0.811 -1.349 0.196 1.882 1.291 -0.575 0.10
H 1.862 1.335 -1.081 -1.129 -0.607 2.013 -0.06
H 2.772 1.105 0.553 -2.226 -0.394 -0.902 0.09
H 0.961 2.461 1.340 -0.979 -2.053 -0.891 0.18
H -0.179 -0.556 2.023 0.763 2.124 0.449 0.08
H 1.430 0.217 2.629 -2.392 0.587 -0.792 0.13
H -0.172 1.064 3.152 0.813 -1.317 -2.156 0.13
H -1.519 2.449 0.798 1.058 -1.002 -1.251 0.23
H 0.401 3.133 -1.136 -1.011 -0.309 -0.358 0.18
H -0.391 -0.768 -1.956 -1.123 2.088 -0.425 0.13
H -2.722 1.255 -0.897 1.619 -0.949 1.083 0.18
H -3.668 -0.423 0.259 2.334 -0.413 0.720 0.18
H -2.380 -0.150 1.610 -0.149 -0.537 -2.322 0.18
H -2.941 -2.570 -0.436 1.987 1.226 1.052 0.18
H -1.095 -2.201 -0.428 -1.314 0.411 1.177 0.14
H -2.737 -3.463 1.541 1.132 0.846 -0.185 0.17
In 3.932 1.015 -1.610 1.831 -0.126 -0.923 1.21

=====

4.
2
Properties=species:S:1:pos:R:3:forces:R:3:lowdin_charge:R:1 method="wB97M-V/def2-TZVPD" e_above_lowest_kcal_mol=0.0 gap_ha=0.2878 total_charge=+2
In 23.041 19.132 7.052 -0.731 -1.003 3.539 2.16
F 22.620 18.559 9.079 0.731 1.003 -3.539 -0.16

=====

What calculated total energy values result from the calculations? In sequence: -4202.75775 -11967.06764 -34969.61089 -7862.69408 eV.